No. 1
# C10H14BrN2O

A cluster of 3 separate species, C10H14BrN2O in total in a non-equilibrium geometry (wB97M-V/def2-TZVPD, OMol25).

Its lowest unoccupied orbital energy is -3.1 eV. The calculation puts the highest occupied orbital energy at -11.4 eV. For the strongest force on any atom, the calculation gives 4.1 eV/Å. Its orbital gap is 8.3 eV.

Structure (ORCA input):
```
! RIJCOSX wB97M-V def2-TZVPD def2/J DEFGRID3
* xyz 1 1
C 1.56 2.44 1.51
C 0.37 2.26 0.89
C 2.69 1.74 1.10
C 1.29 0.53 -0.52
C 0.21 1.27 -0.17
C 2.49 0.81 0.16
C -1.64 0.74 -1.99
C -2.35 1.52 -0.94
C -1.07 0.88 -0.69
C -1.26 -1.02 0.41
N -2.47 -1.46 0.66
N 2.45 -2.60 0.79
O -0.15 -1.46 0.66
Br 4.05 -0.16 -0.57
H 1.51 3.26 2.22
H -0.51 2.85 1.17
H 3.76 1.78 1.50
H 1.19 -0.28 -1.27
H -2.22 -0.09 -2.46
H -1.14 1.24 -2.80
H -2.74 2.59 -1.02
H -3.09 0.97 -0.39
H -3.15 -0.73 0.49
H -2.67 -2.24 1.31
H 2.80 -2.78 -0.16
H 2.67 -3.39 1.45
H 1.34 -2.57 0.80
H 2.82 -1.70 1.01
*
```

Results of the Löwdin charge analysis, in e, for atoms 1 through 8: -0.08 0.01 -0.12 -0.11 -0.19 -0.62 -0.10 -0.10



No. 2
# C15H17BBrF2N2O4Pt

A structure of composition C15H17BBrF2N2O4Pt in a non-equilibrium geometry (wB97M-V/def2-TZVPD, OMol25).

Its lowest unoccupied orbital energy is -7.7 eV. The calculation puts the highest occupied orbital energy at -10.7 eV. For the strongest force on any atom, the calculation gives 3.7 eV/Å. Its orbital gap is 3.1 eV.

Structure (ORCA input):
```
! RIJCOSX wB97M-V def2-TZVPD def2/J DEFGRID3
* xyz 1 1
Pt -0.37 -0.85 1.11
Br -2.83 1.42 -5.49
C -2.37 0.15 -4.19
C -2.77 -1.17 -4.35
C -2.44 -2.10 -3.38
C -1.74 -1.69 -2.24
C -1.33 -0.37 -2.10
C -1.65 0.55 -3.08
C -1.46 -2.71 -1.15
O -1.36 -3.88 -1.58
O -1.32 -2.35 0.06
H -3.33 -1.47 -5.23
H -2.74 -3.14 -3.48
H -0.79 -0.05 -1.22
H -1.34 1.59 -2.98
C 1.73 -2.63 -0.79
C 2.48 -1.75 0.08
C 3.96 -1.62 0.13
C 4.21 -0.79 1.12
C 2.89 -0.40 1.71
C 2.72 0.45 2.89
N 1.89 -0.97 1.05
H 2.40 -3.34 -1.29
H 1.20 -2.06 -1.57
H 0.97 -3.18 -0.22
H 4.65 -2.12 -0.53
H 5.18 -0.44 1.48
H 3.56 0.30 3.58
H 1.78 0.27 3.39
H 2.76 1.50 2.58
F -2.96 -0.93 2.47
B -2.24 -0.34 1.53
F -2.82 0.70 0.91
N -0.61 4.52 1.77
C -0.91 3.42 2.68
C -0.49 2.11 2.06
O -0.42 1.06 2.70
O -0.22 2.16 0.78
H -1.33 5.23 1.78
H -0.35 3.11 0.53
H 0.27 4.97 1.99
H -1.99 3.35 2.82
H -0.46 3.50 3.67
*
```

Results of the Löwdin charge analysis, in e, for atoms 1 through 8: 1.01 0.77 -0.70 -0.10 0.00 -0.13 -0.05 -0.12